Record 1
C39H33F3NP2RbS3 as an isolated structure in a non-equilibrium geometry, computed with wB97M-V/def2-TZVPD.

Computed properties:
LUMO in eV: 3.71
Frontier orbital gap in eV: 4.14

```
! RIJCOSX wB97M-V def2-TZVPD def2/J DEFGRID3
* xyz -2 1
H -1.5151 2.6739 5.0320
C -2.1163 0.3428 -4.1742
H -0.8809 -7.5695 0.9285
H 3.2108 -4.2477 7.0568
C 2.8077 2.7702 1.5113
H 2.3904 -3.0295 -0.1495
H 2.4834 -1.8169 2.0052
C 0.2719 -2.8363 -0.4535
C 0.1532 0.6294 2.9011
C 3.0450 5.1363 2.0108
P -1.3410 -2.6011 0.4383
C -0.9173 -1.6176 -4.0587
C -2.6060 -3.8977 -1.8172
H -1.5106 -1.5982 4.8232
C -3.2233 -1.6299 -1.3422
H -2.2944 0.4850 5.8867
H 1.6141 -5.7040 5.8612
C -4.2167 -2.7671 -3.1957
H 0.1757 -3.6635 -1.1645
F -2.5735 2.1735 -6.5248
C -2.4505 -2.7500 -1.0405
C -1.1791 1.7545 4.5656
H 0.4027 -1.9130 -1.0345
H -0.9736 -2.9853 -5.7226
H 0.0673 2.7512 3.1355
C 1.4799 -3.0162 0.4598
Rb -0.4308 1.2494 -0.7830
H -3.5921 -5.5922 3.5791
H -4.8798 -2.7689 -4.0485
H -2.5481 -7.6762 2.7486
C -3.4782 -3.9015 -2.8880
H -4.6856 -0.7532 -2.6355
H -0.2838 -5.4304 -0.0774
C -1.6240 -4.2671 1.1462
H -3.5832 -4.7924 -3.4960
C 2.7952 4.1072 1.1217
H 2.1894 -0.9994 4.4653
C -0.2778 -0.6017 3.3826
C 3.1024 2.4717 2.8673
C 3.2829 4.8440 3.3459
C -1.0264 -5.4508 0.7073
C 2.0562 -2.0254 4.7805
C -2.5405 -4.3398 2.1981
H 3.0637 6.1638 1.6605
C -0.3038 1.7992 3.4936
F -3.4359 0.5508 -7.6172
H 1.3696 -0.9319 0.9533
C 1.1653 -2.8464 4.0973
P 0.1663 -2.2240 2.6779
C 2.6340 -3.8557 6.2263
S -2.7088 1.7205 -3.4139
C 2.7857 -2.5334 5.8393
C -2.8740 -5.5477 2.7708
H 3.4687 5.6418 4.0607
C -1.2987 -2.0370 -5.3246
C -2.0817 -1.1719 -6.0755
H 1.4171 -3.9775 0.9850
H -3.1349 -0.7462 -0.7193
S 3.2464 0.8674 3.4646
H 3.4803 3.2848 4.8004
C -3.2311 1.0093 -6.3467
H 0.8956 0.6834 2.1179
H -0.2741 -2.2481 -3.4553
C -1.6105 0.5270 5.0481
C 1.5285 -1.8801 1.4766
C -1.1667 -0.6388 4.4547
S 2.5271 1.5364 0.3229
C -4.1027 -1.6339 -2.4073
H -2.0445 -4.7931 -1.5815
C 1.7400 -4.6721 5.5542
C -2.2864 -6.7234 2.3094
F -4.4649 1.3409 -5.9206
N -1.2860 -0.4825 -3.4999
C -2.4884 0.0241 -5.5141
H 3.4766 -1.8870 6.3604
H -2.9726 -3.4186 2.5685
H -2.3590 -1.4227 -7.0907
C 3.2973 3.5277 3.7590
C -1.3547 -6.6610 1.2839
H 0.2930 -4.7979 3.9698
C 1.0023 -4.1681 4.4960
H 2.5922 4.3365 0.0792
*
```

=====

Record 2
C39H33GeN4ORuS3 as an isolated structure, computed with wB97M-V/def2-TZVPD.

Computed properties:
ΔE to the lowest compared entry with this formula, charge and spin in eV: 0.0000
LUMO (alpha / beta) in eV: -3.33 / -4.34
Expectation value of S²: 6.0191
Frontier orbital gap (alpha / beta) in eV: 7.03 / 6.69

```
! RIJCOSX wB97M-V def2-TZVPD def2/J DEFGRID3
* xyz 1 5
H 4.5556 -5.0727 3.7999
C -2.2966 1.0635 -2.5304
C 1.1909 5.3601 0.6783
O -0.3347 -1.4431 0.3358
C 3.6288 -4.0376 2.1771
H -2.6968 0.4774 -4.5489
H -2.8698 3.6796 2.5613
C -4.6589 5.3391 -0.2076
C 1.7769 5.3663 -1.7080
H -4.0476 -2.2198 -1.5067
H 2.0465 -5.8672 -0.9215
C 1.2428 -1.7888 -2.9856
H 1.3237 -4.4283 -1.6237
C 4.8448 -4.5735 2.8725
S 0.8231 2.4329 -2.1245
C -2.7800 0.2043 -3.5051
N 1.1336 5.9047 1.6899
H -3.1288 0.8782 5.7721
H -3.2921 3.1966 4.9231
C -4.0957 6.1255 -1.2014
C -3.0385 2.3876 4.2508
H 3.4406 -2.3590 3.4907
H 5.5312 -3.7693 3.1376
C 3.0761 -4.7056 1.0904
C -2.2692 4.5745 -1.3972
C 3.0181 -2.8719 2.6334
C -2.9388 1.0877 4.7273
C 3.1422 -0.3676 -0.3283
H -2.0203 -0.4832 1.8839
C -3.5400 -1.3077 -1.7933
S 4.3889 -1.5276 -0.6827
H -0.1194 -3.1510 -0.6804
Ru 0.0231 0.5144 -0.7871
C 1.3945 -5.0215 -0.7116
H -1.8546 2.0051 -2.8269
C -2.9045 5.7393 -1.7995
H 0.4017 -5.4187 -0.4897
H -4.5877 7.0375 -1.5142
N 2.0696 -0.4448 -1.0732
C -3.3950 -0.9845 -3.1363
C -2.3479 0.3272 2.5240
H -2.4864 -0.9513 4.2381
C 1.2762 -1.1158 2.6379
Ge -2.0476 2.1200 0.2093
H 1.1129 -0.3208 1.9170
H 4.1688 0.6385 1.1330
H -3.7830 -1.6506 -3.8965
C -2.5834 0.0607 3.8651
C 0.8368 3.3837 -0.6917
H 0.8042 -3.0629 -4.6434
C -2.8043 2.6545 2.9109
C -2.4776 1.6241 2.0261
H 2.6112 1.2685 0.7459
N 2.1651 5.9269 -2.6341
H 4.6300 -3.7139 -2.8166
H -3.1818 -0.7294 0.2231
H 1.9173 -0.7404 3.4340
C -2.3957 0.7329 -1.1646
C 1.2696 4.6641 -0.5696
C 3.6865 -3.1856 -2.8597
H 2.9454 -4.2821 -4.5394
H 0.2971 -1.3446 3.0653
H -1.3572 4.2808 -1.8981
H -2.4671 6.3439 -2.5838
C 0.2317 -2.5280 0.1505
H -5.5925 5.6313 0.2557
C -2.8157 3.7867 -0.3826
C 2.7403 -3.4974 -3.8237
C 1.5289 -2.8074 -3.8812
C -4.0235 4.1745 0.1991
H 3.5419 -5.6189 0.7382
C 1.3466 -3.0372 0.9129
C 2.1929 -1.4575 -2.0253
H 0.3078 -1.2438 -3.0585
C -3.0486 -0.4598 -0.8150
H 5.3745 -5.2963 2.2544
H -4.4812 3.5751 0.9800
C 3.3951 -2.1639 -1.9691
C 1.8875 -2.3486 2.0318
C 1.9431 -4.2338 0.4499
N 3.2884 0.5266 0.6633
S 0.2100 2.5389 0.7472
*
```

=====

Record 3
C39H33N3OPS2Sc as an isolated structure in a non-equilibrium geometry, computed with wB97M-V/def2-TZVPD.

Computed properties:
ΔE to the lowest compared entry with this formula, charge and spin in eV: 0.6047
LUMO in eV: -5.42
Frontier orbital gap in eV: 7.74

```
! RIJCOSX wB97M-V def2-TZVPD def2/J DEFGRID3
* xyz 2 1
C -2.1816 3.7444 4.9646
H 3.6746 -1.1743 -3.1607
C -0.5250 3.4756 -1.7748
H 3.3647 1.0884 0.4741
H 2.3425 4.7109 -3.1014
N -1.4323 -1.8885 -0.0903
C 1.1892 1.8041 -1.8356
H 0.0384 5.3945 -2.5371
C -5.8317 0.5572 -1.9552
C -0.1363 2.1637 -1.4876
Sc -0.8462 0.4264 -0.4054
C 0.5524 -3.0068 -3.9204
C -0.3987 -2.4691 0.5449
C 4.1440 -0.6611 -2.3313
H -6.3937 0.8037 -1.0564
C 0.8915 -0.2523 -4.1815
H -5.1449 1.3721 -2.1726
S -3.4397 0.4901 0.0009
H 0.7830 4.9358 3.8236
H 0.4349 -4.0786 -3.8229
C -0.0130 3.0064 3.3663
C 0.2115 -0.2472 3.8067
C -0.3223 -3.8197 0.8016
C -0.1025 -0.6265 5.1040
H -3.0197 4.0371 5.5819
H 7.2120 0.0832 -1.1085
H 0.3878 -0.5491 -6.2424
H -1.5306 3.8121 -1.5481
H -3.0048 1.8135 4.4765
C -1.3873 -4.6202 0.4118
H 0.3980 -1.8067 0.8612
P 1.5629 0.0523 -1.4351
C -1.0828 2.1484 3.5740
C 3.3718 -0.0420 -1.3565
C 3.9797 0.6066 -0.2791
C -3.9890 -0.7760 -0.9878
C 0.3621 -2.3925 -5.1515
H 3.4095 -1.2841 3.6276
C 5.3601 0.6554 -0.1923
H 5.8351 1.1703 0.6323
H 1.0786 -2.7171 -1.8596
H 0.0893 -2.9878 -6.0129
H -1.3762 -5.6849 0.6014
N -5.0776 -0.6731 -1.7706
H 2.8838 -1.9754 5.9376
H 1.0240 0.8174 -4.2869
C 0.8689 -1.2451 5.8725
H -3.3400 -4.6271 -0.4654
C -1.1184 4.6150 4.7713
H -6.5204 0.4279 -2.7849
S -1.0915 0.5234 2.8483
H -6.1389 -2.0111 -3.0861
N -3.5390 -2.0643 -1.1180
C 5.5281 -0.6103 -2.2344
H -4.2038 -3.7571 -2.3109
C -4.3713 -2.7392 -2.0100
H 1.6837 -0.1606 2.2462
C 0.9043 -2.2423 -2.8195
C 6.1326 0.0466 -1.1733
C -0.0408 4.2507 3.9705
C 0.5316 -1.0207 -5.2792
H 3.0922 2.3910 -2.6603
H 0.5432 -4.2325 1.3000
C 0.3624 4.3793 -2.3457
H -1.0904 -0.4252 5.5037
H -1.1284 5.5881 5.2433
C 2.1279 -1.4879 5.3371
H 0.8173 2.7046 2.7395
C -5.3166 -1.8747 -2.4057
C -2.1752 2.5002 4.3531
C -2.4518 -2.6669 -0.4507
C -2.4760 -4.0332 -0.2046
H 0.6429 -1.5376 6.8888
C 2.0837 2.6999 -2.4106
H 6.1349 -1.0808 -2.9964
C 1.6599 3.9961 -2.6604
C 2.4238 -1.1049 4.0363
C 1.0860 -0.8609 -2.9441
C 1.4597 -0.4822 3.2564
O -0.4264 0.7050 1.4669
*
```

=====

Record 4
C39H34BaP2 as an isolated structure in a non-equilibrium geometry, computed with wB97M-V/def2-TZVPD.

Computed properties:
ΔE to the lowest compared entry with this formula, charge and spin in eV: 1.8454
LUMO in eV: -0.80
Frontier orbital gap in eV: 4.63

```
! RIJCOSX wB97M-V def2-TZVPD def2/J DEFGRID3
* xyz 0 1
C -0.6073 6.6450 0.9799
C 4.3336 2.3232 -2.8179
C -5.6242 3.6736 0.8668
H -3.4623 3.1661 -2.2709
H 3.0767 0.4627 -0.3199
C -1.5487 0.4547 2.4180
P 1.7875 2.7336 0.3806
C -1.6892 2.8438 2.3688
H 1.5207 0.5403 2.7309
C 1.3654 5.3479 1.4114
H -6.2164 -1.6430 -0.1552
H 6.2862 3.9075 2.1584
H -1.4955 3.6494 -1.6602
H -6.2361 3.8013 1.7521
C -1.1158 5.6250 0.1973
H 1.0445 7.3190 2.1949
C -4.5780 -0.2597 -0.0602
C -1.4683 2.8853 3.7393
H 5.0480 1.5855 -3.1696
H 4.3349 0.0493 -1.5025
C 2.8798 2.2002 2.9094
C -2.9403 -2.4853 -0.3379
C -3.1840 -0.0864 -0.0914
C 2.7410 3.0529 -1.1606
C 3.8960 2.2234 3.8618
C -5.9782 4.2973 -0.3222
H -2.3262 -3.3789 -0.4401
H 3.0022 5.3083 -3.6902
H 4.7192 1.0215 -0.0787
C -4.3224 -2.6481 -0.2886
C -5.1371 -1.5300 -0.1687
C -3.6721 2.6980 -0.1846
H -4.7650 -3.6369 -0.3643
H 2.3299 5.2471 1.8966
P -2.1860 1.5948 -0.1277
H -1.1280 1.7406 5.5294
C 4.1101 3.4718 -3.5635
H -1.4526 3.8439 4.2450
H 4.6480 3.6295 -4.4903
C -4.4916 2.8723 0.9295
C -0.9175 3.3256 -0.7977
C 2.5171 4.1994 -1.9220
H 1.8053 4.9383 -1.5748
H -5.4729 4.5609 -2.3914
C 3.1060 2.8069 1.6626
C -4.0541 3.3132 -1.3767
Ba 0.0497 -0.2327 -0.8531
C 3.6581 2.0912 -1.6231
H -1.6365 -0.5082 1.9267
C -2.3421 -1.2143 -0.2842
C -1.2859 1.7108 4.4578
H -1.2002 -0.4314 4.3382
C -1.3226 0.4957 3.7899
H -0.0690 2.7518 -1.1726
C 4.3350 3.4177 1.4149
H -1.8654 3.7702 1.8435
C 1.5767 1.5116 3.2328
H 5.8925 2.8306 4.3600
H -5.2510 0.5822 0.0524
H -2.0881 5.7300 -0.2737
H 4.5097 3.8983 0.4589
C -0.3944 4.4345 -0.0049
H 1.4848 1.3356 4.3036
C -5.1959 4.1018 -1.4500
H 0.7138 2.0985 2.9166
H -1.1838 7.5539 1.1133
C 5.3388 3.4285 2.3733
C 3.9621 0.8341 -0.8434
H -4.2557 2.3663 1.8579
C 3.1943 4.4107 -3.1155
H -6.8629 4.9204 -0.3710
C 0.6409 6.5170 1.5896
C 0.8631 4.3042 0.6345
C -1.7355 1.6282 1.6792
H 3.7202 1.7595 4.8264
C 5.1178 2.8268 3.6023
*
```

=====

Record 5
C39H34Br4EuN2O8S2Sb as an isolated structure in a non-equilibrium geometry, computed with wB97M-V/def2-TZVPD.

Computed properties:
ΔE to the lowest compared entry with this formula, charge and spin in eV: 1.3428
LUMO (alpha / beta) in eV: -2.25 / -0.69
Expectation value of S²: 12.0132
Frontier orbital gap (alpha / beta) in eV: 5.18 / 6.76

```
! RIJCOSX wB97M-V def2-TZVPD def2/J DEFGRID3
* xyz 0 7
C 3.8015 -0.8100 5.6951
C 0.6918 1.0587 -6.0414
O -4.9174 3.0239 1.0367
H -3.8597 0.3167 -4.0722
H -5.9836 -0.7853 -4.9916
C -2.5927 -0.9542 -5.3579
H 3.7475 -1.3730 -6.4304
H 4.5915 1.8670 -0.8609
C -1.7107 -0.8515 3.7360
H 1.8605 -0.0967 2.4251
C 3.6400 0.1579 3.4134
C -1.7150 -4.4659 -2.0638
H 4.6831 -0.1894 5.8904
H -2.6202 -5.0696 -2.0834
H -0.4400 4.9731 3.3285
C 2.8029 0.5009 -7.0639
H 4.3110 5.3025 1.2672
H -0.8172 -5.1205 -0.1580
H 5.6832 2.8733 0.1173
S 1.9361 1.0428 -0.1170
H -1.5457 -2.0687 -6.9226
Br -3.6870 -2.9857 0.6248
H 1.5785 2.2226 -7.6303
O -2.9196 2.0202 0.7622
C -2.5116 -1.7439 -6.5074
C -3.1962 -2.3233 2.4225
H 3.6008 0.7744 -7.8007
C -3.8350 -2.6759 3.5874
C -4.8976 -1.7157 -6.6354
Br -5.5031 -3.5745 3.4700
O 4.6001 0.9198 3.5595
C 1.6586 1.3342 -6.9853
H 1.7368 -2.9191 7.3838
C -2.3540 -1.2186 4.9060
O -1.8925 3.9876 2.3058
H 4.7796 1.7955 1.9909
C 2.8695 -0.6793 -6.3437
C -1.6218 -3.5593 -3.0982
C 3.4683 4.7201 0.9375
C 2.1582 -2.3852 6.5163
Br -1.9773 -0.3302 6.5307
C -0.1541 2.8464 3.6027
C -4.9796 -0.9829 -5.4564
C -3.8330 -0.4901 -4.8568
C 0.3012 -3.5507 -1.1344
H -2.3422 -3.6011 -3.9239
H -5.8735 -2.0096 -7.0575
H 3.0504 4.1878 1.8292
H 1.8413 -1.9550 -4.9183
H 3.9247 -1.7412 7.6646
C -3.6841 -1.9955 -7.1959
C 2.1011 -1.6843 4.1988
O -0.1059 2.3688 4.7759
H 2.6820 5.4879 0.7313
C 3.7804 3.8581 -0.2617
H 1.0879 -3.5236 -0.3822
C 3.3373 -1.6657 6.6926
Br -4.1546 -2.7870 6.4539
N 4.1744 1.7926 1.1353
C 1.5150 -2.3533 5.2774
C -0.7111 -2.5163 -3.0049
H -0.5894 0.7491 4.3940
H 4.2366 4.4517 -1.0549
H 1.1658 -1.8841 -2.1018
O -0.7372 0.0229 3.6303
C 0.7986 -0.1203 -5.3320
O 0.4740 2.4515 2.5751
H 2.8150 3.4624 -0.6410
C 0.3374 -2.5884 -2.0988
H -3.7865 4.7537 2.1294
H -0.0960 1.7111 -5.8462
C -1.0744 4.0415 3.4929
H 0.5299 -2.7602 5.1943
C -2.1352 -1.3780 2.4615
O -1.5765 -0.9413 1.3568
C -3.3788 -2.1789 4.8487
C -3.3152 3.8355 2.4414
H -3.6300 -2.4508 -8.1889
S -1.1315 1.0910 -2.7308
Eu -0.8306 1.2963 0.8790
C 1.8554 -1.0018 -5.4789
C 3.0507 1.0778 1.2292
C 4.5955 2.5894 -0.0273
N 2.7958 0.2583 2.2868
C -3.7202 2.8124 1.3427
C -0.7465 -4.4705 -1.0508
H -3.6154 3.4449 3.4289
C 3.1506 -0.7894 4.4280
H -1.6738 4.2583 4.4369
H 1.5154 -1.6595 3.2192
Sb -0.8425 -0.7655 -4.1359
*
```